DFT (ωB97M-V/def2-TZVPD) results for a 13-piece molecular cluster, C5H37N2O13 overall at a distorted geometry.

Properties
**Kohn-Sham gap**: 10.806 eV
**Total energy**: -35377.582 eV
**E_HOMO**: -13.22 eV
**E_LUMO**: -2.41 eV
**Energy relative to the best compared isomer or geometry (same formula, charge and spin)**: 85.3 kcal/mol
**Total charge**: +1

The geometry in XYZ format:
```
57
Properties=species:S:1:pos:R:3:forces:R:3
N 0.2418 -1.6046 -0.9657 -0.35 1.75 1.12
C 0.9196 -0.2446 -0.8459 -1.01 0.47 -0.48
C 1.8698 -0.0016 -2.0027 0.24 -1.73 -0.18
C 1.2964 -0.3743 -3.4673 0.98 1.19 0.84
C 3.1561 -0.8643 -1.7671 -0.06 0.58 -1.50
C -0.2149 0.7970 -0.8914 -0.50 0.30 -1.35
N 0.0151 2.0761 -1.2914 -0.60 -0.95 1.90
O -1.3779 0.4692 -0.7482 -0.35 -0.87 0.41
H -0.4553 -1.5617 -1.6942 -0.37 -0.26 -0.71
H -0.3616 -1.5916 -0.1204 0.54 -1.02 -0.27
H 0.9028 -2.4071 -1.1212 -0.57 0.17 0.28
H 1.3250 -0.2622 0.1671 0.50 0.31 -0.26
H 2.1280 1.0517 -2.0246 0.17 -0.05 0.07
H 2.2780 -0.4345 -3.9886 -1.11 0.11 -0.43
H 0.6811 0.4578 -3.8560 0.42 -0.38 0.07
H 0.7380 -1.3095 -3.6438 0.43 0.17 0.61
H 4.0811 -0.2717 -1.8499 -0.40 -0.24 -0.03
H 3.2300 -1.4646 -0.8811 -0.31 0.03 0.81
H 3.1012 -1.5580 -2.6055 0.73 -0.27 0.06
H 0.7653 2.3980 -1.8343 0.89 0.18 -0.57
H -0.8579 2.5509 -1.4276 -0.10 0.22 -0.19
H 1.4270 -4.5968 -1.3731 0.13 -0.87 0.41
H 2.5656 -3.6646 -1.9723 -1.74 -0.63 0.23
O 1.5769 -3.8129 -1.8832 1.77 1.37 -0.59
H 0.1583 2.8826 1.0009 -0.15 -0.51 0.26
H -0.1314 1.6007 1.8764 -0.61 -0.16 -0.52
O 0.4327 2.3707 1.7759 0.94 0.70 0.16
H 1.5770 3.5476 -3.4956 -0.62 -0.01 -0.38
H 0.0523 3.7136 -3.7642 -0.25 0.58 -0.25
O 0.7288 3.0723 -3.5745 1.27 -0.07 -0.11
H -4.5681 1.7865 2.0068 0.56 0.04 0.23
H -3.5228 2.5266 1.2532 0.44 0.68 -0.69
O -3.6030 1.9663 2.0145 -2.22 -0.12 0.43
H 3.9917 1.4343 1.0002 0.10 -0.14 0.27
H 2.6569 2.2086 0.9577 -0.13 -0.06 0.25
O 3.4860 2.0647 0.4899 -0.20 0.13 -0.52
H -0.5202 -3.9246 2.4510 0.42 -0.75 0.21
H -0.1997 -2.4044 2.2136 -0.46 -1.69 0.22
O -0.9273 -3.0877 2.2899 -0.17 1.30 -0.52
H -2.9298 1.1637 4.0650 0.03 0.70 0.36
H -1.8070 2.2354 4.3733 -0.43 0.26 -0.17
O -2.0756 1.3213 4.4890 0.37 -0.83 0.07
H -1.8356 0.6214 2.7732 0.80 -0.38 -1.42
H -2.7639 0.6346 1.5875 3.53 -0.39 0.40
O -1.7196 0.4299 1.7859 -2.87 0.05 1.74
H 1.0385 -0.9317 3.0716 0.06 0.14 -1.54
H -0.2584 -0.8915 2.2553 0.96 0.62 -0.55
O 0.7110 -1.0934 2.1288 -0.91 0.21 1.47
H 1.7769 1.2699 3.5836 -0.91 0.30 -0.02
H 0.3558 0.6846 4.1339 -0.69 1.06 -0.03
O 1.2916 0.5778 4.0439 1.46 -1.10 0.70
H -3.3439 -2.4670 -2.5510 0.59 -0.16 -0.29
H -3.3811 -2.1628 -1.1260 1.10 0.04 -0.52
O -2.7181 -2.4282 -1.8110 -1.35 0.19 0.41
H -3.1217 -0.2603 0.1363 -0.12 -0.43 -0.46
H -3.8578 -1.5636 0.5144 -0.12 0.73 0.27
O -4.0036 -0.6740 0.1388 0.22 -0.49 0.29
```
Forces are in eV/Å.